Record 1
Below is C5H11NS in the gas phase at a distorted geometry, with properties calculated with wB97M-V/def2-TZVPD.

```
18
Properties=species:S:1:pos:R:3:forces:R:3
C 1.341774 -1.534643 -0.646985 1.5 1.6 -1.0
C -0.265885 0.099296 0.306535 -1.7 0.9 -0.7
H -2.291119 1.756858 -0.870815 0.0 -1.2 1.2
S 0.321523 1.728782 -0.413792 0.4 -1.1 1.1
H -3.425563 0.471071 -0.728774 -0.1 -0.4 0.0
H 2.257661 -0.936148 -1.086362 -1.8 -0.8 1.1
N 1.954701 1.827669 0.218680 1.6 2.4 -1.6
C -2.651200 0.954884 -0.136849 -0.9 1.8 -0.5
H 2.541447 2.327550 -0.592445 -1.6 -1.7 2.3
C -1.630668 -0.036268 0.339002 2.8 0.7 0.3
H -3.263829 1.536247 0.642697 1.2 -1.0 -0.6
H 1.540948 -0.337135 1.152572 -0.2 -1.0 -0.1
H 0.400675 -1.729904 1.437255 0.4 1.2 -1.7
H 0.502196 -1.338181 -1.307050 0.3 -1.0 -0.9
C 0.777422 -0.972948 0.637381 0.1 1.6 2.4
H -1.880243 -0.946912 0.841939 -0.9 -0.5 -0.1
H 1.712806 -2.544279 -0.578041 -0.4 -0.5 -0.1
H 2.072691 2.494222 1.036365 -0.7 -1.0 -1.3
```
Forces are in eV/Å.

## Properties
**ΔE to the lowest compared entry with this formula, charge and spin**: 39.1 kcal/mol
**E**: -649.9767 Eh
**LUMO**: 0.62 eV
**HOMO-LUMO gap**: 8.7023 eV
**E_HOMO**: -8.1 eV
**SMILES string**: C/C=C(/CC)SN
**Multiplicity**: 1
**Molecular weight**: 117.2 g mol⁻¹

Results of the Löwdin charge analysis, in e, for atoms 1 through 2: number 1, C, carries -0.125; number 2, C, carries -0.506


Record 2
Below is 2 unconnected molecules or ions with the total composition C5H11NS at a distorted geometry, with properties calculated with wB97M-V/def2-TZVPD.

```
18
Properties=species:S:1:pos:R:3:forces:R:3
H 1.175393 -0.963939 -1.399609 0.1 0.1 -0.1
S 0.433626 3.572295 0.224831 -0.1 -0.3 0.0
C 0.384557 -1.020250 0.592367 -1.5 3.3 -1.4
H -0.345092 -2.733100 1.595622 -0.1 -0.1 0.1
C -0.483075 1.009420 0.056485 1.3 -3.7 1.6
H -0.091055 0.875196 -2.120240 0.0 -0.1 -0.1
H -1.283901 2.164377 -1.629870 0.0 0.0 0.1
C -0.500910 1.478521 -1.321350 -0.2 0.1 -0.6
H -0.371580 -1.807007 -1.248122 -0.1 0.0 -0.1
H 1.112965 -2.569326 -0.691782 0.1 -0.2 0.0
N 0.482060 1.940940 -0.346626 0.6 0.5 0.0
H -0.671979 -1.221336 2.448693 -0.1 0.0 0.1
H 1.284889 -0.665681 1.072183 0.1 0.0 0.1
C 0.584044 -1.617351 -0.766863 0.1 0.0 0.3
H -1.610141 -1.661616 1.007655 -0.1 0.0 0.0
H -1.238033 1.200702 0.799504 -0.2 0.3 0.1
H 1.762740 3.700305 0.261268 0.1 0.1 0.0
C -0.624508 -1.682150 1.465853 0.2 -0.1 0.1
```
Forces are in eV/Å.

## Properties
**ΔE to the lowest compared entry with this formula, charge and spin**: 86.0 kcal/mol
**E**: -649.9020 Eh
**LUMO**: 0.96 eV
**HOMO-LUMO gap**: 8.7564 eV
**E_HOMO**: -7.8 eV
**Multiplicity**: 1
**Molecular weight**: 117.2 g mol⁻¹

Results of the Löwdin charge analysis, in e, for atoms 1 through 2: number 1, H, carries 0.065; number 2, S, carries 0.730


Record 3
Below is C5H11NS in the gas phase at a distorted geometry, with properties calculated with wB97M-V/def2-TZVPD.

```
18
Properties=species:S:1:pos:R:3:forces:R:3
H -0.036615 -0.675512 1.088321 -0.1 -0.4 -0.1
H -2.624368 0.113917 1.027290 -0.3 -1.0 1.6
H -3.293063 0.258747 -0.634462 0.8 0.6 1.2
C 0.113470 -0.148899 0.142105 -0.1 -0.8 -0.6
C 2.295809 -1.090354 0.179028 0.2 -0.5 2.5
H -1.469444 -1.234846 -0.848722 0.5 1.1 -0.1
H 3.082994 -1.673887 -0.253913 0.4 0.0 -0.7
H 1.467085 -0.259431 -1.399779 -0.5 -0.3 0.2
H -0.093749 1.683631 1.454451 0.4 -0.6 -1.2
H 1.957618 -1.705204 1.034140 0.2 0.1 -0.1
N 1.160956 -0.878170 -0.634063 -1.3 1.4 -0.8
H 2.674760 -0.167345 0.635670 0.4 -0.1 -0.2
S 1.399471 2.187032 -0.347345 -0.4 0.1 0.4
C -1.200634 -0.156478 -0.649264 -1.2 -0.8 0.7
C 0.394859 1.259032 0.521040 0.7 1.3 0.5
H -2.302914 1.595157 0.189370 -0.2 -1.0 -0.3
C -2.427871 0.480864 0.072428 0.2 1.2 -2.8
H -1.098362 0.411745 -1.576295 0.3 -0.4 -0.1
```
Forces are in eV/Å.

## Properties
**ΔE to the lowest compared entry with this formula, charge and spin**: 22.9 kcal/mol
**E**: -650.0026 Eh
**LUMO**: -0.28 eV
**HOMO-LUMO gap**: 8.5952 eV
**E_HOMO**: -8.9 eV
**SMILES string**: CC[C@H](C=S)NC
**Multiplicity**: 1
**Molecular weight**: 117.2 g mol⁻¹

Results of the Löwdin charge analysis, in e, for atoms 1 through 2: number 1, H, carries 0.141; number 2, H, carries 0.039